Molecular formula: C4H11N2
Method: DFT, ωB97M-V/def2-TZVPD

Results
Relative energy (zero: lowest compared OMol25 entry of this formula, charge and spin) in kcal/mol: 27.02
HOMO in eV: -15.288
Electronic energy in a.u.: -268.2618
Largest force on an atom in eV/Å: 1.272
Frontier orbital gap in eV: 10.903
Net charge: +1

Each line ends with the Mulliken charge.
CARTESIAN COORDINATES (ANGSTROEM)
C  2.242  1.032  -0.391  -1.157
C  1.021  0.430  -1.086  -0.407
C  -0.319  0.843  -0.446  -0.536
N  -0.703  -0.153  0.592  -0.182
C  -1.676  -0.966  0.449  0.177
N  -2.040  -1.842  1.425  -0.431
H  2.544  0.454  0.485  0.339
H  2.094  2.058  -0.063  0.349
H  3.093  0.974  -1.068  0.330
H  1.092  -0.652  -0.938  0.297
H  0.967  0.630  -2.150  0.360
H  -1.143  0.915  -1.145  0.371
H  -0.117  1.760  0.098  0.356
H  0.014  -0.305  1.298  0.302
H  -2.277  -0.924  -0.460  0.308
H  -2.447  -1.502  2.289  0.260
H  -2.346  -2.750  1.110  0.264

Molecular formula: C4H11N2
Method: DFT, ωB97M-V/def2-TZVPD

Results
Relative energy (zero: lowest compared OMol25 entry of this formula, charge and spin) in kcal/mol: 142.46
HOMO in eV: -13.306
Electronic energy in a.u.: -268.0779
Largest force on an atom in eV/Å: 4.251
Frontier orbital gap in eV: 9.065
Net charge: +1

Each line ends with the Mulliken charge.
CARTESIAN COORDINATES (ANGSTROEM)
C  2.062  -0.865  -0.683  -0.215
C  -1.029  0.365  0.379  0.100
C  -1.855  0.765  -0.763  -1.135
C  1.752  0.863  0.839  -1.019
N  1.224  -0.136  0.002  -0.087
N  -1.478  -1.100  0.648  -0.282
H  3.119  -0.758  -0.275  0.156
H  1.845  -1.633  -1.381  0.285
H  -2.202  -0.036  -1.457  0.391
H  -1.380  1.567  -1.253  0.278
H  -2.773  1.015  -0.222  0.415
H  2.821  0.827  0.829  0.380
H  1.426  1.819  0.458  0.336
H  1.153  0.855  1.709  0.375
H  -1.094  -1.518  1.463  0.327
H  -0.970  -1.558  -0.125  0.348
H  -2.481  -0.975  0.651  0.348

Molecular formula: C4H11N2
Method: DFT, ωB97M-V/def2-TZVPD

Results
Relative energy (zero: lowest compared OMol25 entry of this formula, charge and spin) in kcal/mol: 77.47
HOMO in eV: -13.781
Electronic energy in a.u.: -268.1814
Largest force on an atom in eV/Å: 4.170
Frontier orbital gap in eV: 10.051
Net charge: +1

Each line ends with the Mulliken charge.
CARTESIAN COORDINATES (ANGSTROEM)
C  -1.011  0.052  1.291  -1.647
C  -0.292  -0.235  0.012  0.778
N  -1.419  -0.898  -0.863  -0.357
C  1.172  -0.759  -0.037  -0.970
C  0.792  0.557  -0.625  0.017
N  1.448  1.896  0.136  -0.638
H  -2.019  0.523  1.061  0.433
H  -0.308  0.666  1.780  0.430
H  -1.251  -0.910  1.822  0.375
H  -2.138  -1.220  -0.169  0.396
H  -1.139  -1.802  -1.427  0.399
H  -1.670  -0.271  -1.607  0.360
H  1.390  -1.571  -0.620  0.284
H  1.782  -0.721  0.923  0.264
H  0.574  0.680  -1.646  0.353
H  2.278  1.537  0.575  0.254
H  1.811  2.477  -0.607  0.271

Molecular formula: C4H11N2
Method: DFT, ωB97M-V/def2-TZVPD

Results
⟨S²⟩: 2.0064
Relative energy (zero: lowest compared OMol25 entry of this formula, charge and spin) in kcal/mol: 67.68
HOMO (alpha / beta) in eV: -10.217 / -14.362
Electronic energy in a.u.: -268.0215
Largest force on an atom in eV/Å: 6.842
Frontier orbital gap (alpha / beta) in eV: 7.094 / 6.963
Net charge: +1
Spin multiplicity: 3

Each line ends with the Mulliken charge.
CARTESIAN COORDINATES (ANGSTROEM)
C  -0.367  1.038  -0.442  0.046
C  -0.078  -3.070  -0.102  -0.484
C  0.665  1.389  0.338  -0.152
C  0.464  2.331  1.567  -1.082
N  -0.974  -2.257  -0.451  -0.360
N  -0.061  0.043  -1.454  -0.249
H  -1.908  -2.298  -0.066  0.230
H  -1.476  1.145  -0.409  0.306
H  -0.430  -4.004  0.368  0.309
H  1.023  -3.063  -0.292  0.287
H  1.754  1.005  0.199  0.208
H  -0.614  2.393  1.999  0.296
H  0.809  3.428  1.324  0.281
H  1.184  2.163  2.444  0.325
H  -0.250  -1.107  -1.226  0.269
H  -0.726  0.275  -2.171  0.400
H  0.924  0.008  -1.680  0.369

Molecular formula: C4H11N2O
Method: DFT, ωB97M-V/def2-TZVPD

Results
Relative energy (zero: lowest compared OMol25 entry of this formula, charge and spin) in kcal/mol: 162.12
HOMO in eV: -2.690
Electronic energy in a.u.: -343.5128
Largest force on an atom in eV/Å: 5.204
Frontier orbital gap in eV: 5.624
Net charge: -1

Each line ends with the Mulliken charge.
CARTESIAN COORDINATES (ANGSTROEM)
C  -0.078  0.350  0.570  -0.007
C  -0.909  1.456  0.013  -0.269
C  -0.419  1.864  -1.409  -0.965
N  -0.189  0.765  -2.403  -0.647
N  -0.458  -0.969  0.510  -0.162
C  0.639  -1.888  0.880  -0.360
O  1.113  -1.627  2.082  -0.818
H  0.331  0.513  1.567  0.375
H  0.919  0.334  -0.130  -0.615
H  -1.966  1.209  0.021  0.290
H  -0.707  2.324  0.671  0.223
H  0.684  1.679  -1.414  0.391
H  -0.850  2.786  -1.836  0.353
H  -1.101  0.360  -2.673  0.032
H  1.733  0.355  -0.363  0.355
H  -0.871  -1.199  -0.407  0.329
H  1.451  -1.794  0.075  0.237
H  0.211  -2.906  0.667  0.258

Molecular formula: C4H11N2O
Method: DFT, ωB97M-V/def2-TZVPD

Results
⟨S²⟩: 0.7527
Relative energy (zero: lowest compared OMol25 entry of this formula, charge and spin) in kcal/mol: 44.86
HOMO (alpha / beta) in eV: -3.088 / -8.292
Electronic energy in a.u.: -343.6272
Largest force on an atom in eV/Å: 1.925
Frontier orbital gap (alpha / beta) in eV: 3.687 / 8.779
Net charge: 0
Spin multiplicity: 2

Each line ends with the Mulliken charge.
CARTESIAN COORDINATES (ANGSTROEM)
N  -1.254  1.562  -0.608  -0.510
C  -0.414  0.340  -0.448  -0.145
C  0.789  0.429  -1.393  -1.315
C  -0.160  0.389  0.993  -0.207
N  0.244  -0.769  1.630  -0.164
C  0.491  -2.057  0.974  -0.710
O  -0.225  1.503  1.580  -0.621
H  -2.192  1.420  -0.228  0.580
H  -0.833  2.296  0.015  0.335
H  -1.302  1.853  -1.566  0.413
H  -1.062  -0.465  -0.763  0.363
H  0.717  -0.340  -2.180  0.278
H  0.946  1.396  -1.954  0.442
H  1.736  0.235  -0.866  0.279
H  0.810  -0.611  2.427  0.224
H  1.556  -2.141  0.591  0.228
H  -0.169  -2.191  0.091  0.237
H  0.322  -2.850  1.706  0.292

Molecular formula: C4H11N2O
Method: DFT, ωB97M-V/def2-TZVPD

Results
⟨S²⟩: 0.7549
Relative energy (zero: lowest compared OMol25 entry of this formula, charge and spin) in kcal/mol: 23.49
HOMO (alpha / beta) in eV: -9.310 / -9.367
Electronic energy in a.u.: -343.6613
Largest force on an atom in eV/Å: 1.771
Frontier orbital gap (alpha / beta) in eV: 10.251 / 7.589
Net charge: 0
Spin multiplicity: 2

Each line ends with the Mulliken charge.
CARTESIAN COORDINATES (ANGSTROEM)
C  0.653  -0.788  -0.316  -0.911
N  0.517  -1.415  1.002  -0.384
C  0.513  -0.532  2.156  -0.088
O  -0.440  -0.803  3.041  -0.390
C  -0.138  0.476  -0.579  0.702
C  0.079  0.972  -2.006  -1.596
N  -1.583  0.362  -0.336  -0.722
H  1.702  -0.678  -0.612  0.314
H  0.285  -1.502  -1.031  0.436
H  -0.402  -1.841  1.062  0.306
H  1.494  -0.631  2.639  0.349
H  0.427  0.502  1.776  0.182
H  0.241  1.332  0.013  0.149
H  -0.332  0.239  -2.698  0.375
H  1.111  1.189  -2.242  0.393
H  -0.471  1.894  -2.186  0.356
H  -1.916  1.314  -0.243  0.266
H  -1.740  -0.089  0.559  0.263

Molecular formula: C4H11N2O
Method: DFT, ωB97M-V/def2-TZVPD

Results
⟨S²⟩: 0.7530
Relative energy (zero: lowest compared OMol25 entry of this formula, charge and spin) in kcal/mol: 52.63
HOMO (alpha / beta) in eV: -2.406 / -8.426
Electronic energy in a.u.: -343.6148
Largest force on an atom in eV/Å: 4.499
Frontier orbital gap (alpha / beta) in eV: 2.707 / 8.635
Net charge: 0
Spin multiplicity: 2

Each line ends with the Mulliken charge.
CARTESIAN COORDINATES (ANGSTROEM)
N  0.263  -1.809  -0.936  -0.601
C  0.565  -0.412  -0.483  -0.431
C  0.790  0.449  -1.718  -1.392
C  -0.657  -0.045  0.395  0.442
N  -0.552  1.018  1.231  -0.067
C  0.636  1.836  1.384  -0.869
O  -1.639  -0.760  0.416  -0.847
H  0.456  -2.557  -0.205  0.434
H  -0.761  -1.898  -1.086  0.427
H  0.743  -2.143  -1.806  0.426
H  1.390  -0.466  0.220  0.188
H  0.777  1.497  -1.489  0.513
H  1.741  0.188  -2.184  0.287
H  0.006  0.286  -2.455  0.383
H  -1.197  1.029  2.004  0.301
H  0.406  2.852  1.687  0.386
H  1.074  2.011  0.406  0.158
H  1.359  1.440  2.081  0.263

Molecular formula: C4H11N2O
Method: DFT, ωB97M-V/def2-TZVPD

Results
Relative energy (zero: lowest compared OMol25 entry of this formula, charge and spin) in kcal/mol: 70.84
HOMO in eV: -13.743
Electronic energy in a.u.: -343.4513
Largest force on an atom in eV/Å: 5.817
Frontier orbital gap in eV: 10.568
Net charge: +1

Each line ends with the Mulliken charge.
CARTESIAN COORDINATES (ANGSTROEM)
C  2.761  -0.207  -1.365  -0.767
N  1.375  -0.123  -1.687  -0.218
C  0.076  0.080  -1.091  0.528
O  -0.960  -0.248  -1.619  -0.596
C  -0.133  0.593  0.437  -0.501
N  -1.214  -0.359  1.008  -0.273
C  -2.330  0.197  1.869  -0.943
H  3.156  0.514  -0.596  0.314
H  3.332  0.380  -2.262  0.293
H  3.148  -1.296  -1.248  0.282
H  1.200  -0.526  -2.744  0.310
H  -0.653  1.531  0.542  0.304
H  0.788  0.695  1.096  0.350
H  -1.621  -0.639  0.025  0.432
H  -0.847  -1.205  1.457  0.372
H  -2.988  0.791  1.227  0.409
H  -2.998  -0.731  2.037  0.368
H  -2.090  0.554  2.916  0.337

Molecular formula: C4H11N2O
Method: DFT, ωB97M-V/def2-TZVPD

Results
Relative energy (zero: lowest compared OMol25 entry of this formula, charge and spin) in kcal/mol: 20.16
HOMO in eV: -14.821
Electronic energy in a.u.: -343.5320
Largest force on an atom in eV/Å: 1.507
Frontier orbital gap in eV: 11.643
Net charge: +1

Each line ends with the Mulliken charge.
CARTESIAN COORDINATES (ANGSTROEM)
C  -0.387  1.307  -2.744  -1.050
C  0.756  0.895  -1.825  -0.310
N  0.350  0.818  -0.362  -0.136
C  0.839  -0.379  0.386  -0.801
C  -0.266  -0.771  1.347  0.698
N  -0.103  -1.825  2.148  -0.358
O  -1.281  -0.089  1.317  -0.632
H  -0.182  2.336  -3.060  0.317
H  -1.379  1.370  -2.302  0.380
H  -0.394  0.694  -3.641  0.306
H  1.122  -0.101  -2.060  0.214
H  1.652  1.496  -1.948  0.419
H  0.809  1.595  0.093  0.353
H  -0.669  0.861  -0.229  0.385
H  1.776  -0.121  0.858  0.371
H  1.082  -1.190  -0.291  0.352
H  0.771  -2.296  2.303  0.217
H  -0.906  -2.057  2.702  0.275

Molecular formula: C4H11N2O
Method: DFT, ωB97M-V/def2-TZVPD

Results
Relative energy (zero: lowest compared OMol25 entry of this formula, charge and spin) in kcal/mol: 118.60
HOMO (alpha / beta) in eV: -12.676 / -12.673
Electronic energy in a.u.: -343.3751
Largest force on an atom in eV/Å: 5.873
Frontier orbital gap (alpha / beta) in eV: 5.995 / 5.990
Net charge: +1

Each line ends with the Mulliken charge.
CARTESIAN COORDINATES (ANGSTROEM)
C  -0.749  -0.705  0.188  -0.281
C  1.436  -0.330  2.151  -0.775
C  0.153  0.248  -2.582  -0.625
C  -0.734  0.108  1.306  0.098
N  0.206  0.247  2.245  -0.020
N  -1.072  0.776  -2.057  -0.360
O  0.236  -1.166  -0.374  -0.493
H  -1.774  -1.001  -0.060  0.367
H  1.776  -0.457  1.104  0.299
H  2.223  0.270  2.786  0.314
H  1.440  -1.361  2.527  0.348
H  0.074  0.117  -3.599  0.403
H  1.081  0.920  -2.543  0.245
H  0.547  -0.814  -2.066  0.288
H  -1.580  0.624  1.584  0.508
H  -0.113  0.816  2.993  0.292
H  -1.208  1.014  -1.044  0.172
H  -1.941  0.694  -2.558  0.219

Molecular formula: C4H11N2O
Method: DFT, ωB97M-V/def2-TZVPD

Results
Relative energy (zero: lowest compared OMol25 entry of this formula, charge and spin) in kcal/mol: 33.86
HOMO in eV: -13.855
Electronic energy in a.u.: -343.5102
Largest force on an atom in eV/Å: 0.958
Frontier orbital gap in eV: 10.803
Net charge: +1

Each line ends with the Mulliken charge.
CARTESIAN COORDINATES (ANGSTROEM)
N  -1.383  -1.159  -0.640  -0.258
C  -0.002  -1.681  -0.333  -0.551
C  0.387  -1.157  1.052  -0.637
N  0.037  0.239  1.204  -0.430
C  0.987  1.230  0.631  -0.525
C  0.475  1.858  -0.643  -0.033
O  -0.233  1.250  -1.401  -0.494
H  -1.580  -1.077  -1.639  0.337
H  -2.107  -1.715  -0.214  0.343
H  -1.363  -0.209  -0.233  0.354
H  0.637  -1.365  -1.141  0.320
H  -0.033  -2.784  -0.299  0.401
H  -0.206  -1.701  1.763  0.459
H  1.432  -1.407  1.219  0.331
H  -0.139  0.461  2.178  0.250
H  1.929  0.740  0.391  0.291
H  1.238  1.966  1.378  0.450
H  0.764  2.888  -0.875  0.392